# 1
DFT (ωB97M-V/def2-TZVPD) results for a molecular structure, C3H3Cl9Cr2O8S2 in a non-equilibrium geometry.

Results
Energy: -210755.048 eV
HOMO-LUMO gap (alpha / beta): 0.2577 / 0.3048 Eh
Total charge: 0
Multiplicity: 9
Energy relative to the best compared isomer or geometry (same formula, charge and spin): 56.21 kcal/mol

Geometry as XYZ:
```
27
C3H3Cl9Cr2O8S2 (ωB97M-V/def2-TZVPD)
Cr -0.7715 -2.8714 -0.7662
Cr 2.4521 -1.2610 -1.7911
S 1.4069 -4.2920 -0.8147
O 2.2477 -3.0985 -1.1802
O 0.5811 -3.9670 0.3858
O 0.2575 -4.3816 -1.7500
O 2.2315 -5.4519 -0.7511
S -0.0087 -0.3388 -0.9986
O 0.2632 -1.4863 -1.8896
O 1.3577 0.1044 -0.6295
O -0.8460 0.6872 -1.5861
O -0.7184 -1.0333 0.0819
C 1.0066 3.1794 -0.8438
Cl 2.3239 2.4871 0.1124
Cl 1.5480 4.1846 -2.1945
Cl -0.1088 4.0664 0.2012
H 0.4343 2.3513 -1.2463
C 0.6646 0.4467 2.6154
Cl -0.0422 1.9898 3.0755
Cl -0.2408 -0.9074 3.2706
Cl 2.3665 0.3226 3.1444
H 0.6680 0.3479 1.5371
C -3.3145 1.7915 0.3344
Cl -3.3253 0.3655 1.3564
Cl -3.1305 3.2497 1.3149
Cl -4.8177 1.8515 -0.6363
H -2.4850 1.6638 -0.3522
```

=====

# 2
DFT (ωB97M-V/def2-TZVPD) results for a molecular structure, C25H46BNP2Re in a non-equilibrium geometry.

Results
Energy: -49527.128 eV
HOMO-LUMO gap (alpha / beta): 0.3095 / 0.2157 Eh
Total charge: +2
Multiplicity: 4
Energy relative to the best compared isomer or geometry (same formula, charge and spin): 35.65 kcal/mol

Geometry as XYZ:
```
76
C25H46BNP2Re (ωB97M-V/def2-TZVPD)
Re -1.4375 0.2009 0.2054
C -2.7318 1.3199 -1.0206
C -2.7522 -0.0725 -1.3979
C -3.4700 0.0935 0.7997
C -3.1633 1.4134 0.3405
C -3.2226 -0.8256 -0.2685
C -2.4822 2.5062 -1.8953
H -2.0080 2.2132 -2.8374
H -1.8499 3.2498 -1.3898
H -3.4357 3.0052 -2.1298
C -3.4047 2.6703 1.1164
H -2.9836 3.5338 0.5951
H -2.9563 2.6211 2.1174
H -4.4825 2.8464 1.2417
C -4.0936 -0.2200 2.1237
H -5.1435 0.1090 2.1546
H -3.5707 0.2922 2.9424
H -4.0782 -1.2958 2.3258
C -3.5491 -2.2834 -0.2395
H -4.6137 -2.4495 -0.4682
H -3.3644 -2.7182 0.7490
H -2.9610 -2.8335 -0.9811
C -2.5848 -0.6269 -2.7765
H -3.5731 -0.8058 -3.2287
H -2.0568 -1.5892 -2.7573
H -2.0455 0.0696 -3.4261
C 3.9776 0.9499 -0.7890
C 3.4539 1.1746 -2.0081
C 3.7504 0.3307 -3.2093
C 3.6931 -1.2039 -2.9359
C 2.6672 -1.6573 -1.9438
C 2.9796 -1.9266 -0.6629
C 4.2907 -1.5626 -0.0079
C 4.9096 -0.1769 -0.4197
H 4.7515 0.5736 -3.6106
H 4.6888 -1.5150 -2.5963
H 3.0456 0.5805 -4.0170
H 5.6142 -0.3544 -1.2395
H 3.8439 1.7115 -0.0063
H 2.9464 2.1270 -2.2204
H 5.4941 0.1620 0.4501
H 4.1719 -1.5753 1.0888
H 2.3293 -2.5658 -0.0635
H 5.0393 -2.3489 -0.2167
H 3.5145 -1.7120 -3.8969
H 1.7070 -1.9773 -2.3610
P 0.7517 1.2492 -0.1127
P -0.1818 -1.7630 1.2786
C 1.8551 0.2371 0.9749
C 1.3638 -0.9243 1.8509
H 2.4850 0.9250 1.5602
H 2.4681 -0.1768 0.1730
H 2.1395 -1.6970 1.9337
H 1.1568 -0.5346 2.8561
C -1.0109 -2.4330 2.7408
H -2.0161 -2.7835 2.4768
H -1.0955 -1.6663 3.5214
H -0.4255 -3.2811 3.1196
C 0.0646 -3.1455 0.1368
H 0.8131 -3.8412 0.5407
H 0.3928 -2.7878 -0.8491
H -0.8876 -3.6787 0.0151
C 1.0452 2.9890 0.1996
H 0.3424 3.5809 -0.3981
H 2.0733 3.2554 -0.0727
H 0.8728 3.1923 1.2643
C 0.5203 0.8938 -1.8970
H -0.4108 0.3135 -2.0515
H 1.3322 0.2988 -2.3352
H 0.4143 1.8482 -2.4333
B -1.6727 1.9342 4.4735
C -1.0837 1.3652 3.2016
N -0.6695 0.9085 2.2008
H -2.8860 1.8122 4.4162
H -1.3821 3.1166 4.5507
H -1.2228 1.3349 5.4351
```

=====

# 3
DFT (ωB97M-V/def2-TZVPD) results for a single C3H5N5 molecule in a non-equilibrium geometry.

Results
Energy: -10639.357 eV
HOMO-LUMO gap: 0.3483 Eh
SMILES: c1nc[nH]nc[nH]n1
Total charge: 0
Multiplicity: 1
Energy relative to the best compared isomer or geometry (same formula, charge and spin): 81.11 kcal/mol

Geometry as XYZ:
```
13
C3H5N5 (ωB97M-V/def2-TZVPD)
C -1.2912 -1.2474 0.0295
N 0.0168 -1.7851 0.0320
C 1.1681 -1.2262 -0.0581
N 1.6294 0.0478 0.0635
N 1.2126 1.2589 0.0347
C -0.0349 1.6742 -0.0134
N -1.2532 1.0577 -0.0327
N -1.8738 -0.1012 -0.0157
H -1.9512 -2.1138 0.0536
H 2.0303 -1.8971 -0.1012
H 2.6228 -0.0428 -0.1065
H -0.1992 2.7603 -0.0363
H -2.0764 1.6147 0.1507
```

=====

# 4
DFT (ωB97M-V/def2-TZVPD) results for a molecular structure, C24H39I2NOSb2W in a non-equilibrium geometry.

Results
Energy: -60118.412 eV
HOMO-LUMO gap: 0.1857 Eh
Total charge: +4
Multiplicity: 1
Energy relative to the best compared isomer or geometry (same formula, charge and spin): 3.30 kcal/mol

Geometry as XYZ:
```
70
C24H39I2NOSb2W (ωB97M-V/def2-TZVPD)
W 0.3415 1.3805 0.6422
C 3.4409 1.2375 2.8295
C 2.4148 2.0225 2.0858
C 2.5298 2.2098 0.6966
C 1.6518 3.0763 -0.0365
C 0.6090 3.7278 0.6611
C 0.4587 3.4969 2.0264
C 1.3067 2.6091 2.7180
H 3.9418 0.5079 2.1962
H 3.0364 0.7567 3.7184
H 4.2026 1.9498 3.1689
H 3.3845 1.7956 0.1838
H 1.8656 3.3091 -1.0707
H -0.0453 4.4110 0.1327
H -0.3286 4.0109 2.5610
H 1.1536 2.4607 3.7807
C 3.3498 1.2648 -2.3241
Sb 1.8913 0.0773 -1.3444
C 2.9250 -1.4668 -0.3345
C 1.1771 -0.8542 -3.1290
C -0.0334 -1.7202 -3.0856
C 0.1026 -3.1046 -3.0507
C -1.0133 -3.9272 -3.1226
C -2.2787 -3.3675 -3.2500
C -2.4232 -1.9862 -3.2961
C -1.3123 -1.1490 -3.2027
C -1.4960 0.3386 -3.2892
Sb -1.6740 1.2725 -1.3647
C -2.2552 3.2640 -1.7819
C -3.4048 0.2296 -0.7177
H 3.8162 0.6006 -3.0536
H 4.1384 1.6601 -1.6891
H 2.8678 2.0752 -2.8707
H 3.9406 -1.5115 -0.7278
H 2.4243 -2.4126 -0.5440
H 2.9637 -1.3057 0.7413
H 2.0683 -1.4326 -3.3923
H 1.1040 -0.0470 -3.8591
H 1.0896 -3.5514 -3.0238
H -0.8914 -5.0022 -3.1302
H -3.1496 -3.9996 -3.3576
H -3.4068 -1.5618 -3.4593
H -2.4880 0.5786 -3.6838
H -0.7710 0.8764 -3.8971
H -3.0667 3.2207 -2.5087
H -1.4160 3.8057 -2.2164
H -2.6085 3.7591 -0.8791
H -4.2630 0.8094 -1.0593
H -3.4984 0.0425 0.3454
H -3.3714 -0.7229 -1.2475
I -1.0370 2.0496 5.7503
C -2.3331 2.5887 4.2218
I -2.1962 1.6162 2.2195
H -2.3222 3.6497 3.9980
H -3.3384 2.2451 4.4510
C -1.2391 -2.8135 0.2551
N -0.6826 -2.5406 1.5876
C -0.8379 -3.6357 2.5813
C -0.1274 -1.4271 1.9234
C 0.3809 -1.1839 3.2993
O 0.0082 -0.4632 1.0111
H -0.9108 -3.8051 -0.0468
H -0.8987 -2.0803 -0.4716
H -2.3271 -2.8069 0.3288
H -1.3450 -4.4584 2.0884
H -1.4411 -3.2941 3.4203
H 0.1430 -3.9659 2.9189
H 1.1399 -1.9232 3.5668
H -0.4350 -1.2818 4.0195
H 0.7986 -0.1838 3.3886
```

=====

# 5
DFT (ωB97M-V/def2-TZVPD) results for a molecular structure, C22H21AsCl5MoN3O6.

Results
Energy: -165204.408 eV
HOMO-LUMO gap (alpha / beta): 0.2267 / 0.2289 Eh
Total charge: +2
Multiplicity: 1
Energy relative to the best compared isomer or geometry (same formula, charge and spin): 0.00 kcal/mol

Geometry as XYZ:
```
59
C22H21AsCl5MoN3O6 (ωB97M-V/def2-TZVPD)
Mo -0.1748 0.1946 0.7289
Cl 4.7996 -4.2340 -2.0805
C 3.6683 -3.3685 -1.1503
C 2.9562 -2.3170 -1.7415
Cl 3.1913 -1.8704 -3.3694
C 2.0399 -1.6352 -0.9619
Cl 1.1031 -0.3030 -1.5566
C 1.8207 -1.9649 0.3620
O 0.9101 -1.2295 1.0588
C 2.5231 -2.9996 0.9609
Cl 2.2313 -3.3660 2.6033
C 3.4534 -3.7059 0.1938
Cl 4.3269 -4.9817 0.9060
O -4.8665 0.9160 -2.9420
C -4.9245 -0.2754 -2.3638
O -5.8001 -1.0625 -2.5658
C -3.8278 -0.6491 -1.4046
C -3.8094 -1.8682 -0.7507
N -2.7251 -1.8906 0.0391
N -2.0213 -0.7596 -0.0643
C -2.6852 0.0029 -0.9313
C -2.0930 1.3404 -1.1603
O -2.5503 2.1846 -1.8696
O -0.9644 1.5199 -0.4311
H -4.0913 1.4445 -2.6803
H -4.5031 -2.6913 -0.8162
H -2.4153 -2.6413 0.6379
C -2.5124 2.5516 2.3974
C -1.8900 1.3819 3.0812
N -2.0772 1.1998 4.3695
O -1.2200 0.5253 2.4346
H -2.8176 3.3230 3.1001
H -3.3977 2.2037 1.8594
H -1.8224 2.9682 1.6647
H -2.6396 1.8380 4.9104
H -1.6941 0.3880 4.8328
C 1.7898 3.3157 -0.1253
As 1.6051 2.0043 1.2732
C 3.3585 1.2065 1.4170
C 1.3552 3.0054 2.9359
C 2.4978 3.9441 3.1996
C 2.4815 5.2364 2.6808
C 3.5498 6.0930 2.9001
C 4.6434 5.6649 3.6397
C 4.6629 4.3812 4.1666
C 3.5946 3.5241 3.9475
H 2.5690 4.0227 0.1540
H 0.8464 3.8368 -0.2755
H 2.0645 2.8087 -1.0488
H 4.0798 1.9885 1.6497
H 3.6189 0.7412 0.4669
H 3.3631 0.4564 2.2067
H 1.2480 2.2635 3.7293
H 0.4117 3.5466 2.8388
H 1.6218 5.5844 2.1180
H 3.5240 7.0985 2.5023
H 5.4737 6.3349 3.8155
H 5.5060 4.0504 4.7580
H 3.6080 2.5281 4.3772
```

=====

# 6
DFT (ωB97M-V/def2-TZVPD) results for a molecular structure, C32H47CoN7O3 in a non-equilibrium geometry.

Results
Energy: -88135.815 eV
HOMO-LUMO gap (alpha / beta): 0.2633 / 0.2628 Eh
Total charge: +2
Multiplicity: 4

Geometry as XYZ:
```
90
C32H47CoN7O3 (ωB97M-V/def2-TZVPD)
Co -0.5294 1.2566 0.2820
C -3.7679 3.1741 0.3855
C -3.7800 1.6519 0.3258
N -2.6647 1.0072 1.0403
C -2.7617 1.0727 2.5037
C -1.5154 0.4398 3.1040
N -0.3400 1.0913 2.5151
C 0.9473 0.5913 3.0349
C 2.0008 1.6919 3.0333
C 2.4589 2.1268 1.6438
N 1.3670 2.6158 0.7791
C 0.9783 3.9920 1.1068
C -0.2156 4.3892 0.2657
N -1.3144 3.4560 0.5335
C -2.5265 3.8031 -0.2287
H -4.6386 3.5310 -0.1653
H -3.8863 3.5197 1.4170
H -4.7387 1.2911 0.7145
H -3.7009 1.3501 -0.7179
H -2.7067 0.0281 0.8049
H -2.8320 2.1152 2.8236
H -3.6580 0.5621 2.8691
H -1.5308 0.5459 4.1930
H -1.4825 -0.6265 2.8731
H -0.3993 2.0705 2.7839
H 0.8216 0.2292 4.0610
H 1.2687 -0.2432 2.4094
H 1.6262 2.5514 3.5988
H 2.8809 1.3308 3.5674
H 3.2196 2.9075 1.7587
H 2.9318 1.2819 1.1486
H 1.7282 2.6295 -0.1724
H 0.7095 4.0469 2.1654
H 1.8047 4.6920 0.9496
H -0.5007 5.4215 0.4907
H 0.0355 4.3309 -0.7967
H -1.5566 3.5569 1.5166
H -2.6589 4.8905 -0.2523
H -2.3949 3.4591 -1.2539
C 0.1571 2.1239 -3.8527
C -0.8471 1.4140 -2.9761
O -0.9590 1.7077 -1.7719
N -1.6364 0.5680 -3.6634
C -2.9474 0.0759 -3.2558
C -3.0740 -1.1215 -2.3420
C -4.1022 -2.0181 -2.6326
C -4.4149 -3.0116 -1.7266
C -3.6376 -3.1285 -0.5867
C -2.5737 -2.2623 -0.4315
N -2.3143 -1.2448 -1.2615
H 0.7429 2.8224 -3.2626
H -0.3759 2.6794 -4.6251
H 0.8220 1.4109 -4.3413
H -1.4049 0.4367 -4.6339
H -3.4909 -0.1671 -4.1651
H -3.4645 0.9165 -2.7868
H -4.6814 -1.9012 -3.5398
H -5.2487 -3.6773 -1.9083
H -3.8554 -3.8758 0.1618
H -1.8901 -2.3613 0.4046
C 2.1668 -5.8495 3.0411
O 2.3671 -4.6511 2.2927
C 2.1263 -4.6787 0.9586
C 1.6487 -5.7699 0.2550
C 1.4249 -5.6605 -1.1110
C 1.6829 -4.4734 -1.7758
C 2.1950 -3.3867 -1.0848
C 2.4285 -3.4863 0.2782
N 3.1681 -2.5515 1.0409
C 3.7557 -1.4356 0.6849
C 3.4554 -0.5033 -0.3322
C 4.6075 0.0388 -0.9721
C 4.5306 0.9608 -1.9693
C 3.2660 1.4618 -2.3182
C 2.1416 1.0356 -1.6689
C 2.1390 0.0363 -0.6508
O 1.0662 -0.1808 0.0123
H 2.4028 -5.5990 4.0702
H 2.8309 -6.6445 2.6999
H 1.1295 -6.1829 2.9784
H 1.4613 -6.7074 0.7606
H 1.0497 -6.5177 -1.6545
H 1.5136 -4.4000 -2.8415
H 2.4573 -2.4834 -1.6159
H 3.4784 -2.9702 1.9125
H 4.6602 -1.2347 1.2546
H 5.5749 -0.3646 -0.6935
H 5.4199 1.3060 -2.4766
H 3.1920 2.2143 -3.0950
H 1.1770 1.4600 -1.8940
```